Record 1
Here is C26H71N6O8V as an isolated structure from the Open Molecules 2025 dataset. Energies are from ωB97M-V/def2-TZVPD.

Output
HOMO energy (alpha / beta)	-0.3803 / -0.3807	Eh
frontier orbital gap (alpha / beta)	7.6960 / 7.7980	eV
LUMO energy (alpha / beta)	-2.65 / -2.56	eV
net charge	+1
multiplicity	2

Each line ends with the Mulliken spin population.
Atoms and positions in Å:
O: 0.0704 0.0706 0.5705  -0.318
V: 0.4802 0.4878 -0.9561  1.241
C: 3.0323 3.4867 1.2726  -0.002
C: 2.0625 3.4963 0.1151  -0.004
O: 1.6861 2.2527 -0.4042  0.035
H: 2.5683 3.2119 2.2239  0.000
H: 3.3742 4.5203 1.3621  -0.001
H: 3.8722 2.8002 1.1600  0.000
H: 2.5636 3.9580 -0.7522  0.000
H: 1.2086 4.1557 0.3287  0.003
C: -2.4772 3.5083 -2.1522  0.000
C: -1.8674 2.8349 -0.9185  0.015
C: -2.8349 2.8545 0.2574  0.000
O: -3.0508 4.1394 0.7746  0.000
C: -4.1497 4.1994 1.6549  0.000
N: -1.5535 1.4094 -1.2420  -0.012
H: -3.2879 2.8489 -2.4755  0.000
H: -1.7397 3.6566 -2.9422  0.000
H: -2.8841 4.5043 -1.9826  0.000
H: -0.9321 3.3218 -0.6338  0.003
H: -2.5291 2.1593 1.0486  0.000
H: -3.8192 2.5141 -0.1091  0.000
H: -4.1542 3.4364 2.4428  0.000
H: -5.0865 4.1056 1.1001  0.000
H: -4.0610 5.1276 2.2161  0.000
H: -2.2644 0.8989 -0.7110  0.006
H: -1.9506 1.2238 -2.1665  0.004
C: -2.3304 -3.6110 3.0480  0.000
C: -0.8876 -3.6205 2.5502  -0.001
C: -0.5746 -4.8552 1.6925  0.000
O: -0.7449 -5.9959 2.5033  0.000
C: -0.3649 -7.2178 1.8947  0.000
N: -0.6224 -2.3514 1.8291  0.000
H: -2.5560 -2.7615 3.6860  0.000
H: -2.5134 -4.5750 3.5273  0.000
H: -2.9475 -3.5805 2.1438  0.000
H: -0.1560 -3.6647 3.3610  0.000
H: 0.4406 -4.7919 1.2850  0.000
H: -1.2827 -4.9190 0.8589  0.000
H: -0.8992 -7.4410 0.9685  0.000
H: -0.6106 -7.9955 2.6157  0.000
H: 0.7207 -7.2126 1.7677  0.000
H: -1.4853 -2.1429 1.3265  0.000
H: -0.6479 -1.5778 2.4948  0.002
C: 4.1714 -2.0742 0.0607  -0.001
C: 2.8736 -1.3698 0.4997  0.014
C: 3.1904 -0.4365 1.6845  0.004
O: 3.3232 -1.0498 2.9307  0.000
C: 2.1261 -1.5237 3.4991  -0.001
N: 2.4350 -0.5222 -0.6502  -0.037
H: 3.9855 -2.8959 -0.6405  0.000
H: 4.5867 -2.5656 0.9450  0.000
H: 4.9806 -1.5029 -0.3957  0.000
H: 2.0717 -2.0752 0.7115  0.006
H: 2.4319 0.3546 1.7630  -0.001
H: 4.1082 0.1232 1.4898  -0.001
H: 1.4030 -0.6953 3.5666  0.000
H: 2.2083 -1.7923 4.5503  0.000
H: 1.6691 -2.3001 2.8841  0.000
H: 2.6865 -1.0716 -1.4630  0.011
H: 3.0324 0.3083 -0.6627  0.011
C: -0.1361 2.2309 3.0165  -0.005
C: -1.0271 1.4262 3.9776  0.001
C: -2.0248 2.3176 4.6769  0.000
O: -1.3792 3.3098 5.4471  0.000
C: -2.1566 4.4064 5.8231  0.000
N: -1.6364 0.2789 3.2939  -0.001
H: -0.7537 2.9162 2.4289  0.001
H: 0.5932 1.6496 2.4597  0.002
H: 0.4534 2.9278 3.6191  0.000
H: -0.3851 0.9544 4.7276  0.000
H: -2.6594 1.7148 5.3375  0.000
H: -2.6120 2.8828 3.9390  0.000
H: -2.5128 4.9345 4.9284  0.000
H: -1.6178 5.0963 6.4668  0.000
H: -3.0934 4.2126 6.3631  0.000
H: -2.4364 -0.0529 3.8363  0.000
H: -2.1211 0.6074 2.4584  -0.001
C: -1.1341 -3.7882 -1.7491  0.001
C: -0.1356 -2.6313 -1.7924  0.015
C: 0.7883 -2.8591 -3.0159  0.004
O: 1.9381 -2.0546 -3.1519  0.011
C: 2.8288 -2.5673 -4.1295  0.000
N: -0.7713 -1.2862 -1.6703  -0.011
H: -1.9840 -3.6450 -1.0797  0.000
H: -0.7037 -4.7530 -1.4848  0.000
H: -1.6124 -3.9858 -2.7188  0.000
H: 0.3772 -2.8858 -0.8592  -0.005
H: 0.1634 -2.7483 -3.9112  -0.002
H: 1.1443 -3.8898 -2.9405  0.000
H: 3.5266 -1.7578 -4.3496  0.000
H: 2.2818 -2.8317 -5.0372  0.000
H: 3.4243 -3.4104 -3.7697  0.000
H: -1.5994 -1.4200 -1.0895  0.004
H: -1.2564 -1.2616 -2.5770  0.007
C: 1.0095 3.2722 -3.6537  0.001
C: 0.4979 1.8823 -4.0515  0.002
C: 0.8060 1.4330 -5.4882  0.000
O: 0.3135 0.1402 -5.7334  0.000
C: 0.1447 -0.1161 -7.1000  0.000
N: 1.1023 0.8681 -3.1190  -0.010
H: 0.4542 3.4887 -2.7402  -0.001
H: 0.6702 3.9763 -4.4138  0.000
H: 2.0740 3.3049 -3.4361  0.000
H: -0.5892 1.8793 -3.9347  0.001
H: 1.8905 1.4672 -5.6711  0.000
H: 0.4208 2.2233 -6.1420  0.000
H: -0.4902 -0.9999 -7.2201  0.000
H: 1.0857 -0.3964 -7.5854  0.000
H: -0.3925 0.6359 -7.6836  0.000
H: 1.0501 0.0037 -3.6591  0.005
H: 2.0841 1.1200 -3.2491  0.005

Record 2
Here is a 9-piece molecular cluster, C26H72N2O13 overall from the Open Molecules 2025 dataset. Energies are from ωB97M-V/def2-TZVPD.

Output
HOMO energy	-0.3332	Eh
frontier orbital gap	9.1718	eV
LUMO energy	0.11	eV
SMILES	COCCNCCOC.COCCNCCOC.OCCO.OCCO.CCO.CCO.CCO.CCO.CCO

Each line ends with the Mulliken charge.
Atoms and positions in Å:
C: -14.9650 0.7100 -17.1230  -0.642
O: -14.4860 1.9270 -16.6070  -0.582
C: -13.9190 2.7910 -17.6440  2.278
C: -12.6540 2.1920 -18.2120  -1.342
N: -12.2340 3.1130 -19.2820  1.045
C: -10.9710 2.7220 -19.9570  -1.454
C: -10.9330 3.3370 -21.3540  1.538
O: -9.9320 3.2670 -22.0770  -0.523
C: -10.0030 3.5990 -23.4820  -0.815
H: -15.7780 0.3840 -16.4330  0.349
H: -14.1890 -0.0990 -17.0910  0.307
H: -15.3980 0.8540 -18.1040  0.210
H: -13.6120 3.8090 -17.2320  -0.765
H: -14.6670 3.0220 -18.3790  -0.907
H: -12.9020 1.2450 -18.6210  0.740
H: -11.8490 2.0630 -17.4150  0.137
H: -12.0850 4.1380 -19.0060  -0.322
H: -10.8460 1.6530 -20.0080  0.483
H: -10.1330 3.1210 -19.4000  0.227
H: -10.9540 4.4040 -21.2370  -0.808
H: -11.7550 2.9280 -21.9530  0.087
H: -10.6060 4.4890 -23.6620  0.264
H: -10.6360 2.8780 -23.9620  0.385
H: -9.0530 3.6390 -24.0300  0.295
C: -7.0690 8.8650 -16.8400  -0.795
O: -8.3450 9.3890 -17.1280  -0.334
C: -8.5510 9.7840 -18.4460  -0.627
C: -10.0170 10.1550 -18.6740  0.368
N: -10.0540 10.7250 -20.0240  -0.422
C: -11.4310 10.8700 -20.5030  -0.893
C: -11.9430 9.5170 -20.8330  0.412
O: -11.3570 8.9290 -21.7700  -0.506
C: -11.7000 7.6250 -22.0510  0.107
H: -6.7660 8.0870 -17.5410  0.320
H: -7.0110 8.4080 -15.8690  0.248
H: -6.3680 9.7100 -16.8620  0.346
H: -8.3040 8.9290 -19.1100  0.166
H: -7.8920 10.6380 -18.6380  0.463
H: -10.4530 10.8400 -17.8910  0.393
H: -10.6180 9.2020 -18.5220  -0.451
H: -9.8800 9.9150 -20.6350  0.392
H: -11.4080 11.5520 -21.3790  0.271
H: -12.0920 11.4110 -19.8300  0.278
H: -12.9880 9.5510 -21.1810  0.392
H: -12.0800 8.8560 -19.9830  -0.178
H: -12.7700 7.6410 -22.3760  0.243
H: -11.4250 6.9280 -21.3170  -0.278
H: -11.0810 7.3560 -22.9710  0.134
C: -14.4480 5.1370 -14.5640  -1.384
C: -14.1390 6.3770 -15.2260  0.099
O: -15.3910 6.8690 -15.7420  -0.329
H: -14.6230 4.3570 -15.3250  0.429
H: -15.3260 5.2290 -13.9520  0.311
H: -13.6560 4.7550 -13.9380  0.369
H: -13.5140 6.1920 -16.1590  -0.301
H: -13.7140 7.1030 -14.5790  0.653
H: -15.5470 7.6350 -15.2060  0.214
C: -19.0210 7.1430 -17.8320  -0.832
C: -18.4620 7.7400 -16.6600  0.401
O: -19.5400 8.2990 -15.8810  -0.583
H: -19.6570 6.3090 -17.5120  0.391
H: -18.2500 6.7680 -18.4370  0.073
H: -19.5110 7.9450 -18.3980  0.289
H: -17.7380 8.5200 -16.8670  -0.082
H: -17.9210 6.9980 -16.1020  0.035
H: -19.9910 7.5690 -15.4820  0.334
C: -15.2540 11.4160 -18.0220  -1.465
C: -15.7400 10.1240 -18.3230  0.376
O: -14.8190 9.5470 -19.1520  -0.404
H: -14.1210 11.5140 -17.8970  0.158
H: -15.7580 11.9820 -17.2050  0.369
H: -15.3800 11.9900 -18.9180  0.349
H: -16.6980 10.1060 -18.8430  0.239
H: -15.8120 9.6500 -17.3920  0.041
H: -14.9720 8.6200 -19.1010  0.528
C: -17.3540 3.7290 -18.5210  -0.767
C: -16.9720 4.1860 -17.1690  1.076
O: -16.9900 3.0570 -16.3260  -0.722
H: -16.8020 2.8740 -18.9170  -0.145
H: -17.2160 4.5330 -19.2040  0.005
H: -18.3930 3.3500 -18.5920  0.428
H: -17.7280 4.8500 -16.7440  0.173
H: -15.9630 4.5940 -17.0830  -0.548
H: -16.1600 2.5740 -16.3610  0.490
C: -14.9770 1.7900 -21.2170  -0.207
C: -15.4570 0.5100 -20.8950  -0.528
O: -16.8050 0.5090 -20.3660  -0.543
H: -15.0270 2.4770 -20.3660  -0.196
H: -15.4260 2.2360 -22.1560  0.445
H: -13.8950 1.8170 -21.5090  -0.101
H: -14.7850 0.0360 -20.1410  0.201
H: -15.4420 -0.2310 -21.6960  0.409
H: -16.9030 -0.3490 -19.9240  0.307
C: -14.6320 5.8590 -20.5290  -0.829
C: -14.4380 6.3210 -19.1310  2.679
O: -15.6060 7.0180 -18.7380  -1.017
O: -13.5240 5.1350 -20.9840  -0.342
H: -14.7940 6.7260 -21.1420  0.401
H: -15.5300 5.2500 -20.4910  -0.110
H: -13.6310 7.0320 -19.0570  -0.574
H: -14.3240 5.5160 -18.4500  -0.743
H: -15.6780 6.9200 -17.7990  0.066
H: -13.3780 4.4090 -20.3590  0.329
C: -9.3560 6.0920 -17.8610  -1.299
C: -10.5110 6.1460 -18.6900  1.493
O: -11.6050 5.8460 -17.8710  -0.247
O: -9.3120 4.8500 -17.2570  -0.527
H: -9.4570 6.8570 -17.1380  0.451
H: -8.4610 6.2740 -18.3690  0.596
H: -10.3270 5.4350 -19.4450  -0.648
H: -10.4960 7.1230 -19.2350  -0.698
H: -11.0730 5.4900 -17.1320  0.374
H: -8.5380 4.8880 -16.6280  0.353

E_tot, record by record: -79114.4419, -57717.3957 eV
Max |F|, record by record: 6.0, 12.6 eV/A